Formula: H4NS
Source: the OMol25 dataset
Level of theory: ωB97M-V/def2-TZVPD

Geometry (Å):
N 0.662635 0.848985 -0.956599
H 0.908099 -0.072567 -1.355858
H -0.308395 0.665893 -0.714233
H 0.962705 0.824518 0.006632
S -0.786399 -1.479818 1.995049
H -1.438644 -0.787011 1.025009

Forces on atoms 1 to 2 (eV/Å):
N -0.6430 -0.7143 -0.2026
H 0.2124 0.6149 0.4528

Net charge: -1
Energy relative to the best compared isomer or geometry (same formula, charge and spin) in kcal per mole: 4.23
E_HOMO in eV: -2.58